## i
Entry from the Open Molecules 2025 dataset: C7H12 in the gas phase (ωB97M-V/def2-TZVPD).

Results
Structure (SMILES)   C[C@H]1[C@H]2CCC[C@@H]12
Molar mass   96.17 g/mol
HOMO level   -8.53 eV

```
! RIJCOSX wB97M-V def2-TZVPD def2/J DEFGRID3
* xyz 0 1
C 0.4961 -1.8412 -0.3255
C 0.6432 -0.6638 -1.2707
C -0.1112 0.5985 -1.2025
C -1.4178 0.8008 -0.4252
C -1.0653 0.7782 1.0721
C 0.7553 0.7193 1.0879
C 1.0887 0.8226 -0.3790
H 0.3321 -2.7987 -0.8372
H 1.4197 -1.9486 0.2553
H -0.3259 -1.7001 0.3796
H 0.8736 -1.0044 -2.3024
H -0.0352 1.1123 -2.1556
H -1.7801 1.7831 -0.7412
H -2.1462 0.0442 -0.7585
H -1.3781 1.6658 1.6218
H -1.5273 -0.1062 1.5681
H 0.8036 -0.2691 1.5100
H 1.4835 1.3298 1.7033
H 1.7734 1.6430 -0.6626
*
```

## ii
Entry from the Open Molecules 2025 dataset: 2 unconnected molecules or ions with the total composition C7H12 (ωB97M-V/def2-TZVPD).

Results
Structure (SMILES)   CC1=CC1.C=CC
Molar mass   96.17 g/mol
HOMO level   -8.83 eV

```
! RIJCOSX wB97M-V def2-TZVPD def2/J DEFGRID3
* xyz 0 1
C 2.0195 -1.4998 0.6128
C 1.7483 -0.0246 0.7015
C 1.4492 0.7420 -0.3418
C -1.4791 0.2721 -0.3920
C -1.6924 1.6941 -0.8129
C -1.7360 0.4477 -1.6466
C -1.4099 -0.6156 0.7859
H 3.0955 -1.6773 0.4992
H 1.5167 -1.9453 -0.2528
H 1.6958 -2.0318 1.5137
H 1.8291 0.4306 1.6891
H 1.2984 1.8124 -0.2411
H 1.3307 0.3223 -1.3386
H -0.8461 2.3826 -0.8991
H -2.6189 2.1963 -0.5175
H -1.9376 0.0346 -2.6217
H -2.4418 -0.8658 1.0499
H -0.8796 -1.5477 0.5688
H -0.9416 -0.1267 1.6430
*
```

i is the most stable structure; the next one sits 0.602 eV above it.

## i
Entry from the Open Molecules 2025 dataset: C7H12 in the gas phase (ωB97M-V/def2-TZVPD).

Results
Structure (SMILES)   C=CCC(=C)CC
Molar mass   96.17 g/mol
HOMO level   -9.14 eV

```
! RIJCOSX wB97M-V def2-TZVPD def2/J DEFGRID3
* xyz 0 1
C -0.1221 -1.1488 -2.6964
C -0.0545 0.0013 -1.6825
C -0.6653 0.0555 -0.2810
C -1.6847 -0.6368 0.1934
C 0.1523 1.0428 0.5920
C 0.5613 0.5317 1.9691
C 1.8041 0.4263 2.4182
H 0.3323 -2.0949 -2.3716
H 0.0882 -0.9530 -3.7518
H -1.1828 -1.4267 -2.8570
H 1.0060 0.2637 -1.6265
H -0.4813 0.8285 -2.2793
H -1.9661 -0.7329 1.2386
H -2.3455 -1.1944 -0.4612
H 1.1180 1.1916 0.1195
H -0.4408 1.9624 0.6554
H -0.3549 0.3301 2.5252
H 1.8759 0.1989 3.4877
H 2.6219 0.0611 1.8089
*
```

## ii
Entry from the Open Molecules 2025 dataset: C7H12 in the gas phase (ωB97M-V/def2-TZVPD).

Results
Molar mass   96.17 g/mol
HOMO level   -8.27 eV

```
! RIJCOSX wB97M-V def2-TZVPD def2/J DEFGRID3
* xyz 0 1
C -2.1983 -0.6642 0.5870
C -1.3354 -0.1964 -0.5811
C 0.6197 -0.0547 -1.7684
C 1.4846 0.9979 -1.1695
C 1.4015 0.9993 0.3685
C 0.9428 -0.4336 0.6635
C 0.1050 -0.8022 -0.5806
H -3.1902 -0.2035 0.5258
H -2.3284 -1.7514 0.5590
H -1.7679 -0.3973 1.5576
H -1.8172 -0.4756 -1.5230
H -1.2792 0.9012 -0.5811
H 2.4538 0.5632 -1.4918
H 1.4339 1.9722 -1.6674
H 2.3548 1.2522 0.8436
H 0.6629 1.7319 0.7171
H 0.4077 -0.5307 1.6143
H 1.8128 -1.1013 0.7184
H 0.0046 -1.8820 -0.7441
*
```

i is the most stable structure; the next one sits 0.733 eV above it.

## i
Entry from the Open Molecules 2025 dataset: C3H9N3O in the gas phase (ωB97M-V/def2-TZVPD).

Results
Structure (SMILES)   NCNC(=O)CN
Molar mass   103.12 g/mol
HOMO level   -8.94 eV

```
! RIJCOSX wB97M-V def2-TZVPD def2/J DEFGRID3
* xyz 0 1
O -0.7509 -1.4359 0.4358
C 0.0681 -0.5265 0.3485
N -0.1026 0.7066 -0.1657
C -1.2892 1.0245 -0.9705
N -2.5044 0.8995 -0.1494
C 1.4227 -0.7089 1.0375
N 2.5358 -0.9576 0.1448
H 0.5183 1.4485 0.0940
H -1.3197 0.2529 -1.7524
H -1.1623 2.0705 -1.2444
H -2.4730 0.0358 0.3838
H -3.3277 0.7081 -0.7130
H 1.7066 0.1146 1.7178
H 1.3187 -1.6315 1.6195
H 2.8561 -0.1824 -0.4118
H 2.5037 -1.8183 -0.3748
*
```

## ii
Entry from the Open Molecules 2025 dataset: a molecular structure, C3H9N3O (ωB97M-V/def2-TZVPD).

Results
Molar mass   103.12 g/mol
HOMO level   -8.03 eV

```
! RIJCOSX wB97M-V def2-TZVPD def2/J DEFGRID3
* xyz 0 1
C -2.1502 0.1933 -0.3513
N -0.9707 -0.5576 -0.7850
H -1.1852 -1.3702 -1.3578
H -0.1192 -0.7405 0.2302
H -2.8119 -0.4867 0.1848
H -2.6572 0.6487 -1.2013
H -1.8603 0.9772 0.3486
C 1.1592 -0.4025 0.7855
N 1.3954 0.7443 1.5003
C 0.1824 0.2632 -1.3228
N 1.8915 -1.4540 0.7587
O 0.1477 1.4689 -1.3565
H 2.3294 0.8968 1.8666
H 0.9794 1.5848 1.1195
H 2.7323 -1.3698 1.3459
H 0.9373 -0.3959 -1.7653
*
```

## iii
Entry from the Open Molecules 2025 dataset: C3H9N3O in the gas phase (ωB97M-V/def2-TZVPD).

Results
Structure (SMILES)   [H]/N=C(/NNC)OC
Molar mass   103.12 g/mol
HOMO level   -8.03 eV

```
! RIJCOSX wB97M-V def2-TZVPD def2/J DEFGRID3
* xyz 0 1
C -2.9114 -0.0948 -0.2239
C 0.5735 -0.0077 -0.0722
C 2.9431 -0.1498 0.0650
H -2.8805 -0.9060 -1.0076
H -2.8985 0.8758 -0.8282
H -3.8637 -0.1109 0.3940
H -1.4573 0.7376 0.8847
H -0.4094 -1.7232 0.0037
H 1.3947 1.7132 -0.0553
H 3.0410 0.4663 1.0820
H 2.9561 0.6576 -0.7349
H 3.7677 -0.8778 -0.0208
N -1.7686 -0.2164 0.6096
N -0.6488 -0.7158 -0.0123
N 0.4562 1.2064 -0.0464
O 1.7060 -0.8546 -0.0377
*
```

## iv
Entry from the Open Molecules 2025 dataset: C3H9N3O in the gas phase (ωB97M-V/def2-TZVPD).

Results
Structure (SMILES)   NCCNC(N)=O
Molar mass   103.12 g/mol
HOMO level   -9.14 eV

```
! RIJCOSX wB97M-V def2-TZVPD def2/J DEFGRID3
* xyz 0 1
C -0.1153 0.8849 -1.1293
N -0.9279 0.0866 -0.2417
C -0.7952 -0.1230 1.1107
N 0.0320 0.7371 1.7740
O -1.3866 -1.0283 1.6681
C 1.3389 0.4049 -1.2181
N 1.4530 -0.9910 -1.6048
H -0.5588 0.8272 -2.1255
H -0.1334 1.9414 -0.8270
H -1.6268 -0.5231 -0.6340
H 0.2360 0.5451 2.7359
H 0.5219 1.4800 1.3062
H 1.8135 0.5557 -0.2394
H 1.9075 1.0379 -1.9032
H 1.8486 -1.1189 -2.5258
H 0.6026 -1.5212 -1.5018
*
```

iv is the most stable structure; the next one sits 0.793 eV above it.